Entry 1:
DFT (ωB97M-V/def2-TZVPD) results for a single C6H8BrNO3 molecule in a non-equilibrium geometry.

Structure (ORCA input):
```
! RIJCOSX wB97M-V def2-TZVPD def2/J DEFGRID3
* xyz 0 1
C -1.166 -0.988 0.762
C 2.049 -1.095 -1.516
C -1.336 0.494 0.408
C 0.032 1.181 0.596
C -1.541 -1.897 -0.234
C 1.541 -0.496 -0.290
N 0.948 0.685 -0.386
O 2.619 -2.306 -1.420
O -0.690 -1.301 1.857
O 1.945 -0.522 -2.581
Br -1.358 -3.728 0.085
H -1.697 0.632 -0.610
H -2.042 0.941 1.104
H -0.052 2.264 0.506
H 0.398 0.913 1.591
H -1.922 -1.630 -1.206
H 1.637 -0.960 0.680
H 2.550 -2.700 -0.540
H 0.868 1.033 -1.341
*
```

Calculated values
Kohn-Sham gap (spin up / spin down)	5.04 / 9.16	eV
LUMO (spin up / spin down)	-2.119 / -0.153	eV
largest force on an atom	0.031	hartree/bohr
DFT total energy	-84024.6496	eV
HOMO (spin up / spin down)	-7.162 / -9.310	eV
relative energy (zero: lowest compared OMol25 entry of this formula, charge and spin)	28.5	kcal/mol

Population analysis type Löwdin, resulting atomic charges in e:
1. C -0.586
2. C -0.547
3. C -0.097
4. C -0.170
5. C -0.470
6. C -0.045
7. N 0.009
8. O 0.106
9. O 0.007
10. O 0.077
11. Br 0.774
12. H 0.112
13. H 0.124
14. H 0.124
15. H 0.127
16. H 0.059
17. H 0.129
18. H 0.114
19. H 0.154


Entry 2:
DFT (ωB97M-V/def2-TZVPD) results for a 5-piece molecular cluster, C9H28O5 overall in a non-equilibrium geometry.

Structure (ORCA input):
```
! RIJCOSX wB97M-V def2-TZVPD def2/J DEFGRID3
* xyz 0 1
C 24.438 -12.569 10.789
C 23.436 -11.765 11.631
C 23.613 -11.796 13.198
O 23.355 -10.382 11.314
H 24.101 -12.440 9.760
H 24.339 -13.653 10.855
H 25.484 -12.379 11.027
H 22.469 -12.103 11.258
H 22.699 -11.374 13.616
H 24.469 -11.187 13.490
H 23.781 -12.772 13.651
H 24.114 -9.959 11.721
C 22.867 -19.910 14.591
C 22.575 -18.386 14.306
C 22.150 -18.267 12.801
O 21.488 -18.010 15.069
H 22.721 -20.139 15.646
H 23.932 -20.132 14.518
H 22.177 -20.618 14.132
H 23.503 -17.817 14.357
H 23.003 -18.460 12.151
H 21.875 -17.269 12.461
H 21.300 -18.893 12.528
H 21.783 -17.885 15.974
C 17.974 -14.188 14.238
C 16.855 -15.240 14.049
C 15.872 -14.909 12.984
O 17.424 -16.478 13.561
H 18.917 -14.562 14.636
H 17.550 -13.395 14.854
H 18.264 -13.722 13.296
H 16.342 -15.510 14.972
H 15.549 -13.874 13.102
H 15.032 -15.602 13.021
H 16.296 -15.009 11.984
H 18.144 -16.665 14.168
O 26.151 -19.291 8.554
H 26.499 -20.167 8.719
H 26.298 -18.816 9.372
O 21.287 -21.670 20.415
H 21.963 -21.544 21.081
H 21.655 -22.322 19.820
*
```

Calculated values
Kohn-Sham gap	10.41	eV
LUMO	0.392	eV
largest force on an atom	0.076	hartree/bohr
DFT total energy	-20023.0954	eV
HOMO	-10.020	eV
relative energy (zero: lowest compared OMol25 entry of this formula, charge and spin)	33.9	kcal/mol

Population analysis type Löwdin, resulting atomic charges in e:
1. C -0.062
2. C -0.472
3. C -0.045
4. O -0.062
5. H 0.077
6. H 0.070
7. H 0.076
8. H 0.129
9. H 0.073
10. H 0.070
11. H 0.068
12. H 0.078
13. C -0.057
14. C -0.479
15. C -0.062
16. O -0.040
17. H 0.060
18. H 0.068
19. H 0.077
20. H 0.127
21. H 0.070
22. H 0.067
23. H 0.077
24. H 0.095
25. C -0.048
26. C -0.480
27. C -0.076
28. O -0.074
29. H 0.071
30. H 0.075
31. H 0.077
32. H 0.131
33. H 0.082
34. H 0.082
35. H 0.087
36. H 0.071
37. O -0.054
38. H 0.028
39. H 0.026
40. O -0.054
41. H 0.027
42. H 0.027


Entry 3:
DFT (ωB97M-V/def2-TZVPD) results for a single C26H34N4O4 molecule.

Structure (ORCA input):
```
! RIJCOSX wB97M-V def2-TZVPD def2/J DEFGRID3
* xyz 0 1
C 2.609 0.491 2.955
O 1.785 0.244 4.067
C 0.439 -0.024 3.756
C 0.205 -1.325 2.973
N 0.245 -1.132 1.539
C 1.054 -1.846 0.745
O 1.850 -2.666 1.167
C 0.904 -1.637 -0.778
C 2.154 -1.083 -1.447
C 2.078 -0.648 -2.767
C 3.196 -0.170 -3.422
C 4.429 -0.117 -2.784
C 5.648 0.381 -3.497
C 4.505 -0.566 -1.472
C 3.387 -1.045 -0.813
N -0.308 -0.949 -1.183
C -0.465 0.397 -1.250
O -1.476 0.907 -1.703
C 0.656 1.283 -0.714
C 0.032 2.610 -0.280
C -1.119 2.359 0.678
O -1.246 1.320 1.298
N -1.958 3.419 0.799
C -3.106 3.550 1.575
C -3.603 2.555 2.414
C -4.755 2.832 3.127
C -5.365 4.070 2.987
C -4.785 4.987 2.126
N -3.685 4.739 1.438
C -1.437 -1.778 -1.591
C -1.940 -2.713 -0.477
C -2.488 -3.921 -1.231
C -1.462 -4.117 -2.344
C -1.150 -2.691 -2.807
H 2.183 1.274 2.314
H 3.564 0.830 3.351
H 2.771 -0.413 2.360
H -0.054 -0.096 4.727
H -0.002 0.812 3.193
H -0.779 -1.723 3.244
H 0.971 -2.061 3.232
H -0.395 -0.436 1.173
H 0.811 -2.665 -1.154
H 1.131 -0.666 -3.287
H 3.109 0.164 -4.446
H 6.207 -0.460 -3.909
H 6.305 0.915 -2.814
H 5.377 1.041 -4.318
H 5.454 -0.544 -0.956
H 3.490 -1.411 0.196
H 1.381 1.467 -1.509
H 1.173 0.808 0.117
H 0.776 3.237 0.217
H -0.346 3.138 -1.156
H -1.787 4.239 0.231
H -3.101 1.606 2.493
H -5.173 2.086 3.787
H -6.264 4.316 3.529
H -5.213 5.969 1.974
H -2.224 -1.065 -1.850
H -1.115 -3.029 0.160
H -2.687 -2.227 0.149
H -2.590 -4.798 -0.593
H -3.463 -3.686 -1.659
H -1.837 -4.740 -3.154
H -0.568 -4.592 -1.936
H -0.124 -2.595 -3.158
H -1.805 -2.411 -3.632
*
```

Calculated values
Kohn-Sham gap	9.41	eV
LUMO	0.649	eV
largest force on an atom	0.013	hartree/bohr
DFT total energy	-41666.2419	eV
HOMO	-8.760	eV
relative energy (zero: lowest compared OMol25 entry of this formula, charge and spin)	19.2	kcal/mol

Population analysis type Löwdin, resulting atomic charges in e:
1. C -0.097
2. O -0.176
3. C -0.201
4. C -0.122
5. N 0.088
6. C -0.473
7. O 0.053
8. C -0.132
9. C -0.172
10. C -0.044
11. C -0.035
12. C -0.282
13. C -0.052
14. C -0.028
15. C -0.012
16. N 0.015
17. C -0.443
18. O 0.069
19. C -0.072
20. C -0.081
21. C -0.434
22. O 0.043
23. N 0.162
24. C -0.284
25. C 0.005
26. C -0.063
27. C -0.075
28. C -0.146
29. N 0.111
30. C -0.244
31. C -0.126
32. C -0.186
33. C -0.187
34. C -0.121
35. H 0.085
36. H 0.092
37. H 0.073
38. H 0.124
39. H 0.105
40. H 0.125
41. H 0.129
42. H 0.100
43. H 0.160
44. H 0.116
45. H 0.113
46. H 0.085
47. H 0.077
48. H 0.075
49. H 0.114
50. H 0.101
51. H 0.127
52. H 0.103
53. H 0.131
54. H 0.124
55. H 0.151
56. H 0.098
57. H 0.108
58. H 0.098
59. H 0.105
60. H 0.143
61. H 0.106
62. H 0.119
63. H 0.109
64. H 0.114
65. H 0.106
66. H 0.111
67. H 0.099
68. H 0.116


Entry 4:
DFT (ωB97M-V/def2-TZVPD) results for an isolated ion of composition C4H13N2 and charge +1 in a non-equilibrium geometry.

Structure (ORCA input):
```
! RIJCOSX wB97M-V def2-TZVPD def2/J DEFGRID3
* xyz 1 1
C 0.935 -2.392 0.093
C 1.430 -0.940 0.158
N 0.543 -0.030 -0.681
C -0.996 0.004 -0.511
C -1.232 1.016 0.583
N -0.630 2.334 0.334
H -0.153 -2.491 0.405
H 1.394 -2.820 0.983
H 1.078 -2.999 -0.811
H 2.430 -0.727 -0.311
H 1.250 -0.476 1.162
H 0.904 0.859 -0.438
H 0.704 -0.121 -1.695
H -1.498 0.232 -1.541
H -1.315 -0.946 -0.280
H -2.303 1.050 0.709
H -0.811 0.451 1.403
H -1.296 2.814 -0.305
H -0.596 2.919 1.215
*
```

Calculated values
Kohn-Sham gap	11.24	eV
LUMO	-2.967	eV
largest force on an atom	0.077	hartree/bohr
DFT total energy	-7331.9322	eV
HOMO	-14.207	eV
relative energy (zero: lowest compared OMol25 entry of this formula, charge and spin)	35.9	kcal/mol

Population analysis type Löwdin, resulting atomic charges in e:
1. C -0.065
2. C -0.140
3. N 0.017
4. C -0.104
5. C -0.270
6. N 0.006
7. H 0.094
8. H 0.085
9. H 0.094
10. H 0.154
11. H 0.140
12. H 0.111
13. H 0.182
14. H 0.172
15. H 0.075
16. H 0.121
17. H 0.113
18. H 0.100
19. H 0.117


Entry 5:
DFT (ωB97M-V/def2-TZVPD) results for a 6-piece molecular cluster, C5H25N3O5 overall in a non-equilibrium geometry.

Structure (ORCA input):
```
! RIJCOSX wB97M-V def2-TZVPD def2/J DEFGRID3
* xyz 2 1
C 1.330 3.623 0.384
C 0.972 2.172 0.624
C 1.681 1.214 -0.328
C 0.723 0.661 -1.390
N -2.059 -1.652 -0.793
C -1.351 -0.623 -1.233
N -0.069 -0.466 -0.863
N 1.334 1.813 2.072
H 1.050 3.926 -0.634
H 0.800 4.327 1.036
H 2.433 3.833 0.436
H -0.165 2.041 0.564
H 2.530 1.722 -0.883
H 2.160 0.373 0.217
H -0.003 1.422 -1.738
H 1.298 0.312 -2.289
H -1.677 -2.319 -0.128
H -3.028 -1.816 -1.053
H -1.823 0.117 -1.873
H 0.442 -1.176 -0.340
H 2.336 1.696 2.189
H 0.882 0.976 2.374
H 1.054 2.579 2.687
H -0.394 -1.143 2.314
H -0.611 -0.453 3.652
O -0.277 -0.299 2.757
H -0.676 -3.382 2.285
H 0.464 -3.015 1.240
O -0.443 -2.745 1.590
H 2.140 -3.800 -0.115
H 2.773 -3.205 1.093
O 1.974 -3.122 0.509
H -2.949 1.652 0.363
H -2.781 2.447 -0.868
O -2.372 1.723 -0.388
H -1.506 -0.622 -4.475
H -0.963 -1.975 -4.016
O -1.203 -1.104 -3.681
*
```

Calculated values
Kohn-Sham gap	11.37	eV
LUMO	-5.274	eV
largest force on an atom	0.044	hartree/bohr
DFT total energy	-20285.5489	eV
HOMO	-16.643	eV
relative energy (zero: lowest compared OMol25 entry of this formula, charge and spin)	0.0	kcal/mol

Population analysis type Löwdin, resulting atomic charges in e:
1. C -0.044
2. C -0.336
3. C -0.134
4. C -0.152
5. N 0.203
6. C -0.178
7. N 0.074
8. N 0.220
9. H 0.102
10. H 0.094
11. H 0.116
12. H 0.150
13. H 0.151
14. H 0.126
15. H 0.133
16. H 0.145
17. H 0.098
18. H 0.148
19. H 0.128
20. H 0.131
21. H 0.171
22. H 0.067
23. H 0.174
24. H -0.013
25. H 0.083
26. O -0.050
27. H 0.093
28. H 0.029
29. O -0.087
30. H 0.057
31. H 0.117
32. O -0.024
33. H 0.059
34. H 0.074
35. O -0.030
36. H 0.085
37. H 0.068
38. O -0.046


Entry 6:
DFT (ωB97M-V/def2-TZVPD) results for a 2-piece molecular cluster, C4H11NO2 overall in a non-equilibrium geometry.

Structure (ORCA input):
```
! RIJCOSX wB97M-V def2-TZVPD def2/J DEFGRID3
* xyz 0 1
C -1.398 -2.074 0.038
N -1.320 -0.572 -0.026
C -0.133 -0.151 -0.624
C 0.014 1.355 -0.552
C 1.456 1.856 -1.066
O 2.504 1.477 -0.705
H -1.251 -2.621 0.970
H -2.300 -2.409 -0.389
H -0.612 -2.304 -0.600
H -2.185 -0.089 -0.439
H 0.668 -0.717 -0.012
H 0.015 -0.509 -1.678
H 0.057 1.649 0.478
H -0.712 1.953 -1.149
H 1.325 2.454 -2.087
O 1.384 0.625 2.738
H 1.021 -0.138 3.269
H 1.467 0.216 1.834
*
```

Calculated values
Kohn-Sham gap	9.77	eV
LUMO	0.843	eV
largest force on an atom	0.097	hartree/bohr
DFT total energy	-9909.5533	eV
HOMO	-8.932	eV
relative energy (zero: lowest compared OMol25 entry of this formula, charge and spin)	62.0	kcal/mol

Population analysis type Löwdin, resulting atomic charges in e:
1. C -0.085
2. N -0.146
3. C -0.347
4. C -0.137
5. C -0.274
6. O 0.075
7. H 0.078
8. H 0.059
9. H 0.036
10. H 0.146
11. H 0.137
12. H 0.129
13. H 0.091
14. H 0.115
15. H 0.134
16. O -0.096
17. H 0.061
18. H 0.026